{"formula": "C22H26AsN6O10PS2Ti", "method": "the ωB97M-V functional and the def2-TZVPD basis", "e_tot_ha": -6158.09074, "homo_lumo_gap_ev": 6.46, "symbols": ["Ti", "C", "C", "N", "N", "C", "N", "S", "C", "C", "C", "C", "C", "N", "H", "H", "H", "H", "H", "H", "H", "H", "H", "O", "C", "O", "C", "C", "N", "N", "C", "C", "O", "O", "H", "H", "H", "O", "As", "O", "O", "C", "C", "C", "C", "C", "C", "S", "O", "O", "O", "H", "H", "H", "H", "H", "C", "P", "C", "C", "H", "H", "H", "H", "H", "H", "H", "H", "H"], "positions_angstrom": [[0.028, 0.336, 0.454], [2.293, 4.106, -0.276], [1.821, 2.691, -0.236], [1.283, 2.148, 0.798], [1.081, 2.977, 1.871], [1.624, 2.579, 3.014], [1.365, 3.451, 4.051], [2.626, 1.249, 3.310], [2.014, 1.820, -1.409], [2.785, 2.199, -2.502], [2.999, 1.280, -3.518], [2.450, 0.015, -3.414], [1.686, -0.284, -2.296], [1.473, 0.599, -1.328], [1.817, 4.667, 0.522], [3.374, 4.159, -0.130], [2.058, 4.558, -1.240], [1.063, 4.376, 3.789], [1.983, 3.374, 4.839], [3.216, 3.187, -2.549], [3.597, 1.553, -4.378], [2.598, -0.733, -4.178], [1.227, -1.255, -2.166], [1.896, -4.754, 2.626], [2.899, -4.244, 1.920], [3.895, -4.872, 1.672], [2.749, -2.845, 1.439], [3.726, -2.166, 0.741], [3.228, -0.955, 0.432], [1.997, -0.791, 0.911], [1.692, -1.924, 1.510], [0.386, -1.905, 2.200], [-0.031, -2.833, 2.855], [-0.227, -0.750, 2.051], [1.157, -4.112, 2.744], [4.723, -2.471, 0.471], [3.700, -0.179, 0.001], [-3.214, 0.242, -0.988], [-2.127, 1.311, -1.920], [-1.337, -0.043, -2.832], [-0.881, 1.541, -0.730], [-1.998, -1.200, -3.124], [-2.697, -1.271, -4.327], [-3.365, -2.423, -4.696], [-3.342, -3.538, -3.868], [-2.645, -3.482, -2.677], [-1.972, -2.323, -2.297], [-1.174, -2.474, -0.725], [-0.203, -3.523, -0.821], [-2.182, -2.558, 0.285], [-0.396, -1.143, -0.598], [-4.118, 0.577, -0.969], [-2.697, -0.397, -4.966], [-3.904, -2.453, -5.634], [-3.859, -4.445, -4.151], [-2.613, -4.346, -2.024], [-1.521, 1.570, 3.682], [-1.982, 1.175, 1.977], [-2.937, 2.643, 1.481], [-3.187, -0.165, 2.218], [-2.426, 1.621, 4.293], [-0.987, 2.512, 3.735], [-0.866, 0.788, 4.066], [-3.888, 2.674, 2.015], [-3.125, 2.668, 0.410], [-2.356, 3.530, 1.735], [-4.121, 0.255, 2.596], [-2.773, -0.852, 2.955], [-3.359, -0.724, 1.302]], "lowdin_charge": [1.021, -0.008, -0.260, -0.064, -0.036, -0.993, 0.034, 0.532, -0.212, 0.007, -0.038, -0.023, -0.092, 0.026, 0.073, 0.102, 0.084, 0.085, 0.065, 0.111, 0.115, 0.115, 0.120, 0.143, -0.488, 0.110, -0.022, 0.039, 0.064, 0.009, -0.153, -0.499, 0.133, -0.234, 0.076, 0.145, 0.164, -0.345, 1.206, -0.327, -0.672, -0.345, -0.015, -0.070, -0.072, -0.050, -0.190, 0.565, -0.247, -0.244, -0.452, 0.045, 0.118, 0.107, 0.107, 0.124, -0.237, 0.852, -0.241, -0.227, 0.057, 0.018, 0.052, 0.051, 0.001, 0.050, 0.053, 0.058, 0.015]}